Below is an isolated molecule of C36H62N5O2PS at a distorted geometry, with properties calculated with wB97M-V/def2-TZVPD.

```
107
Properties=species:S:1:pos:R:3:forces:R:3
S -1.8613 -0.7956 1.0957 1.54 1.93 -0.38
P -2.6178 -0.8282 -6.4048 0.85 -2.15 -1.39
O -4.2689 -0.8908 -6.4313 1.10 0.93 0.54
O -2.0990 0.2904 -7.5459 -1.58 -0.87 1.63
N -0.8359 1.5613 -0.0781 0.73 -2.37 0.42
N -4.8809 1.0934 -4.1227 0.06 -0.27 0.35
N -2.0897 -2.2937 -6.7115 -0.09 1.90 -0.23
N -0.5331 -0.1369 -4.8172 -2.47 0.46 1.62
N -2.1632 0.5426 -2.3451 1.67 -1.20 -3.90
C 3.8959 -1.9955 -0.5589 -0.18 -0.49 -1.15
C 1.0113 0.4049 4.2791 0.18 0.31 0.91
C -1.3769 -5.0976 3.0463 0.19 -0.79 -0.18
C 0.7628 -4.4394 1.6358 0.65 -0.34 -0.15
C 1.3960 1.4021 -1.2422 -1.25 -0.95 -0.33
C 0.6608 -2.1794 4.5768 -0.58 0.45 0.02
C 0.0252 0.3311 -3.6449 1.10 0.26 0.56
C 4.6022 0.2435 -1.5702 0.87 -0.28 -0.79
C 2.2317 1.0199 -2.4365 -2.54 -0.85 -1.79
C -0.2873 -5.5594 1.9891 0.32 0.63 0.38
C 0.9235 4.3618 -0.5335 -0.24 1.44 -0.68
C 4.4794 -1.3106 -1.8733 0.84 -0.01 1.67
C -2.1105 3.0068 4.0846 -0.28 -0.98 -0.52
C -1.1201 0.5412 0.5625 -2.06 -0.47 -0.87
C 1.5194 0.4934 -3.6020 -0.08 0.86 2.15
C -2.3612 3.5045 2.6097 -0.39 0.27 -0.17
C 2.2596 3.5801 -0.2339 -0.63 0.00 0.97
C -1.8946 -0.2416 -4.7660 0.60 1.14 1.24
C -0.7012 -2.8400 4.1059 0.78 -0.85 -0.30
C 2.0292 2.0168 0.0449 0.14 0.94 -0.70
C 3.7792 1.1759 -2.5394 -0.23 0.12 0.72
C 0.1899 1.7566 4.3027 -0.13 -0.24 -0.72
C -1.3707 1.5915 4.1626 0.14 0.65 0.98
C -2.6719 0.0820 -3.5288 -1.05 -0.24 0.33
C 3.1747 -4.1498 0.6437 -0.34 0.11 -1.20
C 0.9683 5.8736 -0.0046 -1.04 -0.67 -0.16
C -3.4173 2.5916 1.8367 0.41 -0.04 0.63
C -4.2436 -0.0998 -3.5071 0.36 0.46 0.95
C 1.7742 -4.8928 0.4938 0.27 0.16 0.77
C -0.7894 0.6694 -2.4710 1.81 0.91 1.72
C -4.7696 2.2902 -3.2443 -0.27 0.33 -0.12
C 3.6442 -3.5504 -0.7511 0.05 1.23 0.24
C 0.4585 -0.7366 5.2354 0.88 -0.62 -0.33
C 0.5933 4.4715 -2.1026 -0.21 -0.93 0.18
C -0.0437 1.2129 -1.2694 2.14 -0.10 -1.77
C -0.7166 -4.4270 4.3272 -1.08 0.60 -0.85
H -5.8908 0.9059 -4.1684 0.64 -0.04 -0.32
H 1.3673 1.8812 0.9496 0.61 0.22 -1.14
H 3.0563 -3.2845 1.3583 0.17 -0.94 -0.61
H 1.0718 -0.7188 6.1773 -0.71 0.11 -0.74
H 2.8660 -3.6505 -1.5667 0.76 -0.13 0.97
H 4.5929 -4.0116 -1.1408 -0.86 0.30 0.45
H 0.0179 3.9098 -0.0392 1.21 0.09 -0.31
H -0.4414 4.0680 -2.3245 1.07 0.49 0.27
H -0.0992 6.2490 -0.0779 1.16 -0.25 0.08
H 5.6926 0.5184 -1.7183 -1.21 -0.12 0.21
H 2.6926 4.0061 0.7188 -0.27 -0.39 -0.98
H -0.7885 -2.6847 2.9973 -0.02 0.05 1.11
H 2.9227 -1.4680 -0.3379 0.81 -0.64 0.06
H 1.5733 6.5328 -0.6804 -0.21 -0.63 0.87
H 0.4326 2.3520 5.2291 -0.30 -0.66 -0.83
H -4.6005 -0.1402 -2.4282 0.89 -0.25 -0.88
H -4.4475 2.9800 2.0583 0.88 -0.44 -0.42
H -1.5540 -2.1965 -7.5885 -0.12 -0.54 0.57
H -1.9381 -6.0350 3.3468 0.45 1.08 -0.32
H 0.3209 -4.8344 4.4481 -0.94 0.37 0.12
H 1.2478 5.9382 1.0806 0.04 0.04 -1.06
H -2.1137 -4.3942 2.5511 0.75 -0.71 0.65
H 0.6242 5.5336 -2.4719 0.15 -1.08 0.34
H -3.2165 2.5500 0.7271 -0.37 0.19 1.19
H 0.2882 -6.4105 2.4584 -0.52 0.74 -0.56
H -1.5606 3.7731 4.7050 -0.54 -0.80 -0.67
H 1.3007 3.8100 -2.6894 -0.71 0.94 0.48
H 1.2897 -4.6219 -0.4870 0.65 -0.47 0.87
H -5.0689 3.1797 -3.8734 0.18 -0.87 0.92
H 1.9858 -6.0032 0.5179 -0.58 1.09 -0.04
H 0.5412 2.3714 3.4240 -0.25 -0.41 0.83
H -0.7391 -5.9406 1.0346 0.18 0.31 0.91
H 3.9967 -4.8245 1.0134 -1.04 0.57 -0.09
H -4.5575 -1.0657 -3.9771 0.29 1.07 0.15
H 4.1342 0.9691 -3.5898 -0.63 0.16 1.02
H 4.5924 -1.8606 0.3243 -0.66 0.10 -1.06
H -4.5946 -1.7753 -6.1673 0.64 0.41 -0.43
H 0.3063 -3.4723 1.2768 0.15 -0.97 0.42
H 1.3167 -2.0796 3.6590 -0.56 -0.14 1.09
H 1.1717 -0.0115 3.2450 -0.52 0.56 0.83
H -3.3618 1.5331 2.2345 -0.12 1.16 -0.53
H 3.0004 3.7578 -1.0616 -0.69 -0.27 0.77
H -1.6264 0.9191 3.3018 0.22 0.72 0.74
H -1.6196 -2.3912 4.5697 0.96 -0.29 -0.23
H 2.1051 0.2090 -4.5155 -0.80 0.30 0.98
H -1.7761 1.1010 5.0983 0.53 0.32 -1.03
H -0.6147 -0.6224 5.5325 0.95 0.07 -0.40
H 4.3960 0.3946 -0.4801 -0.02 0.09 -1.07
H 1.3619 -4.1682 2.5591 -0.69 -0.39 -0.96
H 5.5331 -1.7175 -1.9720 -1.19 0.37 -0.25
H 3.0311 1.5988 0.3191 -0.98 0.07 -0.51
H 1.1939 -2.8590 5.2927 -0.54 0.56 -0.57
H -2.7938 4.5464 2.6785 0.52 -0.98 -0.17
H 3.9071 -1.5702 -2.8010 0.30 0.32 0.90
H 4.0492 2.2466 -2.3191 -0.26 -0.95 -0.19
H -5.4475 2.1604 -2.3531 0.62 0.45 -0.62
H -3.7348 2.4784 -2.8616 -0.85 -0.38 -0.49
H -3.1286 2.8290 4.5478 1.01 0.50 -0.42
H -1.4190 3.5979 1.9918 -0.79 -0.25 0.83
H 2.0467 0.6629 4.6635 -1.00 -0.31 -0.60
H -2.6887 0.2624 -8.3230 0.23 0.01 0.39
H -1.3598 -4.6573 5.2277 0.96 0.11 -0.83
```
Positions in Å, forces in eV/Å.

Properties
HOMO = -8.5996 eV
F_max = 0.0858 hartree/bohr
net charge = 0
E_LUMO = -0.849 eV

***

Below is a structure of composition C35H34MnN3O3S5SbTe at a distorted geometry, with properties calculated with wB97M-V/def2-TZVPD.

```
83
Properties=species:S:1:pos:R:3:forces:R:3
Te -0.8076 0.4426 1.3923 -0.05 -0.04 -0.02
Sb -0.0278 3.3088 -1.4988 0.11 0.37 0.60
Mn 1.8443 0.6243 -1.1645 0.18 0.03 1.95
S -1.9028 5.6717 0.9297 0.04 -0.11 0.02
S -1.5914 3.4969 -3.1863 -0.29 0.04 -0.34
S -0.4815 0.8857 -0.9755 -0.06 -0.37 -0.12
S 0.8590 -2.4903 -0.8648 0.24 -0.03 0.05
S 1.7216 2.1264 -2.6681 0.18 0.34 -0.78
O 1.7550 -3.4453 -0.2931 -0.14 0.03 0.06
O -0.1670 -1.8880 -0.0429 0.10 0.08 -0.07
O 2.4029 1.2923 2.4975 0.00 0.11 0.00
N 1.7888 -1.2205 -1.4088 0.22 -0.18 0.18
N 2.2582 1.2991 0.2325 0.38 -0.36 -0.83
N 3.6432 -0.1185 -1.6095 0.01 0.04 -0.36
C -0.0828 -4.9809 -3.8298 0.05 0.01 0.06
C 6.5414 2.2944 2.1498 -0.04 -0.02 -0.02
C -2.8462 4.3477 1.7770 -0.08 0.02 -0.07
C 0.1346 -3.1581 -2.2985 0.01 -0.12 -0.23
C -3.1421 -1.3449 -0.6349 0.02 0.05 -0.05
C 3.9666 -2.4554 -1.9671 0.12 -0.01 0.00
C 6.8677 3.1158 1.0760 -0.01 -0.01 0.01
C -0.4887 3.0915 2.7590 -0.08 0.08 -0.06
C 2.9627 1.5618 1.4731 -0.37 -0.30 -0.15
C -1.9145 5.0734 2.6744 0.09 0.06 -0.01
C -3.0606 -0.2892 3.0756 -0.10 -0.05 0.14
C -3.5671 2.3216 0.4992 0.05 -0.08 -0.09
C 5.8006 -0.8770 -2.1324 -0.05 -0.02 0.01
C -4.7178 -1.5859 1.2621 0.06 0.04 0.02
C -4.2886 -0.8031 3.4695 0.04 -0.01 0.04
C 4.6469 2.8928 0.1910 -0.01 0.10 -0.15
C -1.3923 2.4089 1.8323 0.40 0.01 0.06
C 4.9269 0.1524 -1.8423 -0.03 -0.06 -0.05
C -1.3031 -2.9500 -4.1958 -0.03 0.06 0.01
C 5.3092 -2.1783 -2.1961 0.01 0.05 0.01
C -0.7561 -2.3995 -3.0541 0.02 -0.03 0.05
C 3.1727 -1.3733 -1.6640 -0.47 0.21 0.01
C 4.3211 2.0816 1.2746 -0.12 -0.07 0.17
C -0.9795 -4.2464 -4.5994 -0.03 -0.04 -0.04
C -6.4621 -1.9859 3.0344 0.00 0.00 0.00
C -3.4972 -1.0984 0.8033 -0.18 -0.07 -0.02
C -1.6078 -4.8490 -5.8215 0.03 0.03 0.00
C 5.2621 1.7809 2.2604 0.08 0.08 -0.01
C -5.1379 -1.4467 2.5800 0.01 -0.01 -0.10
C -2.7020 -0.4295 1.7330 0.19 -0.10 -0.23
C 5.9237 3.4216 0.1027 0.00 -0.02 0.00
C -2.5260 2.9600 1.3665 -0.31 0.23 0.02
C -2.2108 0.3795 4.1260 0.06 0.03 0.10
C 0.4853 -4.4477 -2.6843 -0.14 0.07 0.00
C -0.7427 4.3374 3.1704 -0.08 0.01 -0.01
H -0.1124 4.8117 3.9092 0.03 0.05 0.00
H -4.5760 -0.7086 4.5098 -0.02 0.00 0.03
H 3.5701 -3.4568 -2.0056 -0.01 -0.01 0.01
H -4.0934 3.0833 -0.0747 0.00 0.03 -0.01
H -5.3565 -2.0999 0.5553 -0.04 -0.02 -0.01
H -3.9034 4.5791 1.8440 0.01 -0.03 0.02
H 5.2335 1.1866 -1.7850 0.01 0.01 -0.01
H 5.9819 -2.9920 -2.4291 0.02 -0.02 -0.01
H 3.9044 3.1303 -0.5644 0.03 -0.01 0.05
H 7.8657 3.5252 1.0019 0.02 0.02 -0.01
H -2.4404 1.4419 4.2162 -0.01 0.00 0.01
H -2.7439 -0.4588 -1.1328 -0.04 -0.04 0.05
H -4.3020 1.7997 1.1185 -0.03 0.04 -0.01
H -6.9555 -2.5458 2.2436 -0.01 -0.01 -0.01
H -2.4733 -5.4498 -5.5383 -0.02 -0.02 0.00
H -3.1660 1.5923 -0.2066 0.03 0.03 0.06
H -0.9089 -5.5023 -6.3407 0.00 -0.02 0.00
H -2.3964 -2.1355 -0.7241 -0.06 0.05 0.04
H -2.3964 -0.0907 5.0903 -0.01 0.04 0.02
H 7.2819 2.0657 2.9028 0.02 0.00 0.01
H -1.0224 -1.3949 -2.7508 0.02 0.01 0.00
H 0.1732 -5.9889 -4.1276 0.02 -0.02 -0.01
H 1.1671 -5.0295 -2.0829 0.06 -0.02 0.04
H 6.1842 4.0767 -0.7166 0.00 0.01 -0.03
H -1.9467 -4.0829 -6.5162 -0.01 0.01 0.00
H -7.1238 -1.1743 3.3391 0.00 0.01 0.01
H -1.1268 0.2940 3.9735 -0.05 -0.05 -0.04
H 6.8429 -0.6630 -2.3099 0.03 0.00 -0.01
H -1.9982 -2.3699 -4.7888 0.00 0.02 -0.01
H -4.0309 -1.6518 -1.1815 -0.01 -0.01 -0.02
H -6.3369 -2.6453 3.8930 0.00 0.00 0.02
H -2.3418 5.8234 3.3265 0.01 -0.04 0.04
H 0.3764 2.5652 3.1444 -0.01 -0.04 -0.02
H 4.9801 1.1584 3.0977 -0.01 -0.02 0.02
```
Positions in Å, forces in eV/Å.

Properties
HOMO (alpha / beta) = -13.5974 / -13.5981 eV
F_max = 0.0382 hartree/bohr
net charge = +2
E_LUMO (alpha / beta) = -7.765 / -8.001 eV
2S+1 = 2

***

Below is a structure of composition C31H31I2N7O3RhSe at a distorted geometry, with properties calculated with wB97M-V/def2-TZVPD.

```
76
Properties=species:S:1:pos:R:3:forces:R:3
I 3.3000 1.5566 5.7995 0.02 -0.01 0.05
I -1.0762 3.5831 2.2482 -0.01 0.03 0.03
Rh 0.3882 -0.6973 -0.4092 0.56 0.07 -0.11
Se 1.2676 -2.3240 -1.9527 -0.15 -1.10 0.08
O -0.0769 1.0243 0.6080 -0.77 0.16 0.06
O -1.4165 -0.8803 -2.1261 0.51 0.64 0.91
O -1.0694 1.3027 -2.0451 0.02 -0.04 0.04
N -3.8913 -4.6637 2.8743 -0.04 -0.02 0.03
N -2.5916 -3.2325 0.6122 0.13 -0.19 0.03
N -0.7680 -2.0502 0.5570 0.36 -0.13 -0.86
N -4.4197 -3.6915 2.0874 -0.01 0.04 -0.03
N -4.3384 -4.5374 4.0589 0.00 0.03 -0.01
N 1.7905 -0.7445 1.0424 -0.59 -0.21 0.05
N -3.0549 1.9285 -3.6023 -0.03 -0.03 0.08
C -5.1941 -3.4518 4.0936 0.01 -0.02 0.05
C -6.0521 -1.7845 2.5261 0.06 -0.02 -0.02
C 2.7179 0.6173 -1.6667 0.50 -0.11 -0.09
C 3.0100 -2.2594 -4.1688 0.21 -0.01 -0.27
C -5.2526 -2.8943 2.8208 -0.02 0.05 -0.04
C 2.1728 1.3521 4.0615 -0.03 -0.01 0.00
C -1.6815 0.2439 -2.5220 0.02 0.04 -0.29
C 5.8603 -0.0858 -5.4794 -0.06 0.05 0.11
C 4.6962 -0.5734 -4.6567 0.16 0.03 -0.12
C -6.7700 -1.2602 3.5758 0.01 -0.02 0.05
C 4.0641 -1.7721 -4.9415 -0.16 -0.12 0.07
C 2.3662 -3.5686 -4.5309 0.05 0.00 0.04
C 3.4561 -1.7511 2.3989 0.01 0.16 0.08
C 4.2231 0.1744 -3.5896 -0.12 0.15 0.14
C -3.9945 -3.5935 0.7231 -0.01 -0.06 0.12
C -5.9319 -2.9097 5.1512 0.02 -0.05 0.00
C 3.3250 -0.7701 3.3449 0.00 -0.02 0.01
C 3.1718 -0.2700 -2.7950 -0.03 0.00 -0.14
C -1.5345 -4.1324 0.6344 -0.19 0.07 0.03
C -2.0933 -1.9892 0.5663 -0.06 0.43 0.15
C 0.6046 1.1807 1.7080 -0.05 -0.03 -0.11
C -0.4131 -3.3899 0.5865 0.08 -0.02 0.25
C -2.6702 0.5241 -3.6330 -0.07 -0.01 -0.07
C 2.6731 -1.7020 1.2402 0.12 -0.17 -0.18
C 1.6228 0.2396 1.9864 0.16 -0.18 0.05
C -2.9005 -0.7423 0.5899 0.03 0.05 -0.08
C -6.7117 -1.8139 4.8741 -0.02 0.05 -0.05
C 0.4177 2.1953 2.6239 -0.04 0.06 0.12
C 1.2003 2.2794 3.7923 0.01 -0.10 -0.15
C 2.3999 0.2799 3.1597 0.10 0.00 0.01
C 2.5927 -1.5063 -3.0720 -0.09 0.33 0.39
H 2.7277 -3.9147 -5.4977 0.01 -0.01 0.01
H -5.8830 -3.3465 6.1389 -0.01 0.00 0.00
H 0.6136 -3.7076 0.6026 0.00 0.01 -0.12
H -1.6929 -5.1943 0.6903 -0.01 0.01 0.05
H 1.0204 3.0874 4.4878 0.00 0.02 -0.02
H -4.1304 -4.5537 0.2301 0.03 0.01 -0.04
H 6.0766 -0.7632 -6.3033 -0.01 0.01 -0.01
H 2.7757 -2.4426 0.4567 -0.09 0.01 0.00
H -3.3280 2.2685 -4.5137 0.08 0.03 -0.02
H 6.7561 -0.0037 -4.8615 0.02 -0.02 -0.03
H -2.2266 0.1146 0.5758 -0.03 0.01 0.04
H 2.7140 1.6616 -1.9759 -0.24 0.01 0.07
H -3.5638 -0.6837 -0.2752 -0.01 -0.04 0.01
H -2.1270 0.3237 -4.5594 -0.02 -0.05 0.00
H 5.6617 0.9058 -5.8887 0.00 -0.02 -0.04
H -7.4030 -0.4000 3.4027 -0.01 -0.01 0.01
H -3.8302 2.0907 -2.9713 -0.03 0.00 -0.03
H -7.3018 -1.3619 5.6592 0.00 0.00 0.00
H 3.3746 0.5318 -0.7997 -0.13 -0.04 0.09
H 1.2796 -3.4764 -4.5793 0.01 0.00 0.00
H 1.6888 0.3771 -1.3318 -0.12 0.35 -0.28
H 4.6820 1.1339 -3.3688 -0.02 0.00 -0.01
H 2.5916 -4.3369 -3.7872 -0.02 -0.01 -0.01
H -6.1186 -1.3622 1.5316 0.00 0.01 0.01
H 4.1488 -2.5686 2.5337 0.03 0.01 -0.05
H -1.4765 2.0911 -2.4738 -0.03 -0.01 -0.08
H -4.6022 -2.8426 0.2249 0.00 -0.01 -0.03
H -3.4883 -0.1960 -3.5788 0.01 -0.01 0.05
H -3.5070 -0.6909 1.4958 0.01 -0.02 0.01
H 3.9181 -0.7960 4.2496 0.01 0.00 -0.01
H 4.3987 -2.3557 -5.7921 -0.02 -0.01 0.01
```
Positions in Å, forces in eV/Å.

Properties
HOMO = -9.7512 eV
F_max = 0.0239 hartree/bohr
net charge = +1
E_LUMO = -3.876 eV
energy relative to the best compared isomer or geometry (same formula, charge and spin) = 1.136 eV